{
  "formula": "C18H38CdOP2",
  "method": "ωB97M-V/def2-TZVPD",
  "symbols": ["H", "H", "C", "H", "C", "H", "H", "C", "H", "H", "H", "H", "H", "H", "H", "H", "C", "H", "C", "Cd", "C", "C", "H", "H", "H", "H", "H", "H", "H", "H", "C", "C", "H", "H", "H", "H", "O", "H", "C", "H", "P", "H", "H", "P", "H", "H", "H", "C", "C", "C", "C", "H", "H", "C", "H", "C", "C", "H", "H", "C"],
  "coordinates": [[-1.4189, -0.6885, -0.6068], [1.7265, 2.2186, -3.3901], [-1.2155, 0.3559, -3.3233], [-0.4655, 0.4397, 4.6862], [1.6031, -1.6836, -3.4586], [-0.2327, 3.5310, 0.3123], [0.5477, 2.9603, 1.8476], [0.0299, 1.4115, 4.5543], [-0.5001, -0.9796, -4.8402], [-1.3313, -1.4684, 3.3825], [-2.1316, 3.2368, -0.5625], [-1.9851, 0.2814, -2.5393], [1.2172, -3.5347, 1.3489], [2.4200, 1.1072, -5.1974], [-2.4096, -0.5665, 0.8549], [0.7820, 0.6469, -5.5836], [2.0158, -0.9201, -4.7093], [2.4069, 1.6383, 5.9034], [1.4448, 1.2402, 4.0032], [1.5163, -0.0776, -1.8931], [-0.0385, 1.1453, -2.7923], [-2.7390, 2.6675, 0.1513], [-0.0429, 1.0487, 0.0136], [0.4678, -1.4353, 3.1148], [-1.7337, -3.8665, -0.2798], [-3.4653, 3.3568, 0.6146], [1.6903, -1.4453, -5.6301], [-2.0914, -4.1314, 1.4670], [-1.6848, 0.8887, -4.1680], [-0.0404, -2.3684, -2.1817], [0.2888, -1.6764, -2.9725], [-0.8111, -1.0537, -3.7937], [0.0566, 1.9539, 5.5110], [-0.2339, 1.8874, -2.0095], [0.1515, 0.4703, 1.7139], [2.4595, -0.0841, 5.4316], [1.5798, 0.6978, 2.7858], [1.5948, -1.9879, 0.5339], [1.1640, 1.2921, -3.5187], [-0.5726, 1.9910, 3.8412], [-1.6821, 2.0162, 1.5133], [-2.9587, -2.8421, 0.5329], [3.1229, -0.9175, -4.6872], [-0.7488, -2.2175, 1.1617], [2.2193, -2.5742, -3.2815], [1.7355, 2.2309, 3.6280], [3.5077, 1.0839, 4.6210], [-0.3831, 3.3257, 1.3838], [1.5446, 0.5660, -4.8006], [-0.5946, 0.6410, 0.8785], [2.5159, 0.9443, 5.0584], [0.8131, -3.3344, -0.3962], [-0.7469, 4.2350, 1.8908], [0.8690, -2.8149, 0.5801], [-0.4099, -2.9994, 3.3567], [-0.4758, -1.9900, 2.9223], [-1.3639, -0.6174, 0.4951], [-3.2833, 1.8664, -0.3643], [-1.6879, -1.7170, -3.7828], [-2.0124, -3.3842, 0.6685]],
  "atomic_forces_ev_per_a": [[-0.0628, -0.2812, 0.3358], [-0.1217, -0.2933, 0.3382], [-0.3402, -0.2288, 0.1540], [-0.0436, 0.0339, 0.1805], [-0.4869, -1.5570, -0.8604], [0.1910, 0.0551, 0.3585], [-0.2971, 0.1834, -0.1136], [0.0028, -0.2363, 0.0966], [-0.0095, -0.2063, 0.1509], [0.3948, -0.0802, -0.1721], [-0.2482, -0.1686, -0.1073], [0.2132, 0.0530, -0.1810], [-0.1440, 0.3393, -0.4102], [-0.4259, -0.0823, 0.0520], [0.2678, -0.2021, 0.0111], [-0.1664, 0.1012, 0.2396], [0.3056, 0.1947, 0.3035], [0.0506, -0.1854, -0.0735], [1.0141, 2.9136, -0.5692], [2.1797, -0.6369, 3.0442], [-0.6298, 0.7930, -0.8834], [-0.0083, -0.1196, -0.2747], [0.0264, -0.3928, 0.2773], [-0.3145, 0.2075, -0.4020], [-0.0607, 0.1403, 0.3449], [0.2112, -0.3171, -0.2322], [0.1636, 0.0260, 0.3743], [-0.2502, -0.0470, -0.3481], [-0.0069, 0.0272, 0.1736], [0.4282, 0.1209, -0.5019], [-0.3650, -0.7748, -0.5779], [-0.4855, 0.4838, -0.1259], [-0.1537, -0.2001, -0.1576], [-0.0679, -0.0335, -0.4982], [-0.0019, 0.4389, -0.2320], [-0.0248, -0.1016, 0.0947], [-0.7200, -3.5928, -1.3309], [-0.2668, -0.1171, 0.0591], [-0.3902, 1.3991, -1.1925], [0.1482, -0.2106, 0.3188], [0.3963, -0.0298, 0.4719], [0.2399, -0.3054, 0.1710], [-0.5706, -0.0600, -0.2297], [0.9437, 1.6857, -0.2827], [0.0034, 0.5908, 0.4753], [-0.0800, 1.6069, 1.5579], [-0.1260, -0.0374, -0.0295], [-0.1354, -0.0284, 0.3161], [0.6301, 0.0055, -0.4248], [-0.1219, 0.3461, -0.1400], [-0.2385, -0.4081, 0.1119], [0.0039, 0.3738, 0.5254], [0.3013, -0.2584, -0.2265], [-0.0736, -0.3400, -0.1206], [0.0352, 0.2394, 0.0463], [-0.6455, -0.6244, 0.3534], [0.0024, -0.1630, -0.5380], [-0.0272, 0.2139, 0.0596], [0.1276, 0.1451, -0.0333], [-0.1695, -0.3977, 0.2732]],
  "lowdin_charge": [0.06, 0.09, -0.22, 0.05, -0.31, 0.03, 0.03, -0.08, 0.09, 0.07, 0.02, 0.09, 0.07, 0.11, 0.08, 0.10, -0.23, 0.06, -0.72, 1.12, -0.31, -0.32, 0.01, 0.06, 0.06, 0.03, 0.12, 0.06, 0.11, 0.06, -0.29, -0.21, 0.07, 0.07, 0.03, 0.06, -0.33, 0.03, -0.31, 0.00, 0.86, 0.06, 0.11, 0.87, 0.09, 0.09, 0.06, -0.29, -0.22, -0.45, -0.09, 0.04, 0.04, -0.19, 0.06, -0.18, -0.36, 0.02, 0.11, -0.18],
  "homo_energy_ev": [-5.56, -5.55],
  "gap_ha": [0.18945, 0.19643],
  "molar_mass_g_mol": 444.86,
  "max_force_ev_per_a": 3.9
}